Run one
{
  "formula": "C4H12N2O2",
  "method": "ωB97M-V/def2-TZVPD",
  "smiles": "NC[C@H](CO)NCO",
  "e_homo_ev": -8.95,
  "charge": 0,
  "elements": ["N", "C", "C", "C", "O", "N", "C", "O", "H", "H", "H", "H", "H", "H", "H", "H", "H", "H", "H", "H"],
  "positions_angstrom": [[1.58, 1.27, 1.96], [1.38, 0.11, 1.07], [0.32, 0.18, -0.01], [-1.08, 0.44, 0.58], [-1.52, 1.76, 0.15], [0.44, -1.09, -0.80], [-0.24, -1.14, -2.08], [-1.53, -1.70, -1.87], [1.60, 0.91, 2.91], [0.86, 1.99, 1.92], [1.13, -0.76, 1.70], [2.36, -0.20, 0.64], [0.55, 0.90, -0.83], [-1.07, 0.47, 1.65], [-1.91, -0.17, 0.26], [-1.01, 2.40, 0.66], [0.30, -1.96, -0.32], [0.43, -1.86, -2.62], [-0.44, -0.11, -2.41], [-2.14, -1.45, -2.57]],
  "mulliken_charge": [-0.57, -0.78, 0.34, -0.70, -0.54, -0.35, -0.44, -0.53, 0.26, 0.22, 0.33, 0.36, 0.23, 0.34, 0.32, 0.30, 0.24, 0.30, 0.39, 0.29]
}

Run two
{
  "formula": "C4H12N2O2",
  "method": "ωB97M-V/def2-TZVPD",
  "smiles": "NCC[C@@H](N)C=O.O",
  "e_homo_ev": -9.16,
  "charge": 0,
  "elements": ["N", "C", "C", "C", "N", "C", "O", "H", "H", "H", "H", "H", "H", "H", "H", "H", "H", "O", "H", "H"],
  "positions_angstrom": [[1.76, -0.51, -1.87], [0.86, 0.49, -1.26], [-0.69, 0.00, -1.15], [-1.25, -0.21, 0.29], [-0.51, 0.59, 1.29], [-2.71, 0.02, 0.40], [-3.36, -0.99, 0.41], [2.00, -1.23, -1.25], [2.56, -0.14, -2.21], [0.72, 1.29, -2.06], [1.41, 0.99, -0.42], [-0.72, -0.92, -1.87], [-1.30, 0.80, -1.72], [-1.09, -1.41, 0.62], [-0.34, 0.15, 2.12], [-0.68, 1.62, 1.45], [-3.21, 0.98, 0.63], [2.15, -0.80, 2.50], [1.41, -0.35, 2.08], [2.99, -0.38, 2.04]],
  "mulliken_charge": [-0.58, -0.25, -0.89, 0.46, -0.58, -0.22, -0.46, 0.19, 0.19, 0.26, 0.24, 0.32, 0.35, 0.23, 0.33, 0.16, 0.35, -0.69, 0.26, 0.31]
}

The structure with the greatest stability is run one.

Run one
{
  "formula": "C5H9N2",
  "method": "ωB97M-V/def2-TZVPD",
  "e_homo_ev": [-14.86, -14.86],
  "charge": 1,
  "elements": ["C", "C", "C", "C", "C", "N", "N", "H", "H", "H", "H", "H", "H", "H", "H", "H"],
  "positions_angstrom": [[1.42, -1.52, 0.20], [0.52, 0.05, -1.44], [-0.23, -0.86, -0.64], [-2.37, 0.13, 0.13], [0.82, 1.04, 0.89], [0.51, -2.08, -0.45], [0.95, -0.14, 0.08], [2.22, -1.80, 0.99], [1.28, -0.33, -2.05], [0.10, 1.02, -1.50], [-2.54, 0.75, -0.71], [-2.16, 0.38, 1.12], [-2.83, -0.85, 0.12], [0.03, 1.67, 0.42], [0.54, 0.93, 1.94], [1.74, 1.61, 0.91]],
  "mulliken_charge": [0.02, -0.36, 0.23, -0.63, -0.74, -0.49, 0.06, 0.33, 0.32, 0.25, 0.37, 0.35, 0.34, 0.30, 0.31, 0.32]
}

Run two
{
  "formula": "C5H9N2",
  "method": "ωB97M-V/def2-TZVPD",
  "e_homo_ev": -15.80,
  "charge": 1,
  "elements": ["C", "C", "C", "C", "C", "N", "N", "H", "H", "H", "H", "H", "H", "H", "H", "H"],
  "positions_angstrom": [[-1.70, -0.13, -0.01], [0.21, -0.29, -0.03], [-3.11, 0.21, 0.04], [2.65, 0.16, 0.21], [1.50, -0.85, -0.15], [-0.90, -1.11, 0.11], [-0.36, 0.87, -0.10], [-3.23, 1.13, -0.49], [-3.73, 0.25, 1.10], [-3.68, -0.49, -0.61], [3.61, -0.12, -0.04], [2.81, 0.34, 1.32], [2.46, 1.11, -0.22], [1.65, -1.67, 0.52], [1.74, -1.14, -1.18], [0.08, 1.73, -0.47]],
  "mulliken_charge": [0.66, 0.49, -0.91, -1.25, -0.09, -0.48, -0.29, 0.33, 0.31, 0.32, 0.41, 0.32, 0.33, 0.28, 0.28, 0.29]
}

The structure with the greatest stability is run two.